Entry 1
ORCA calculation (ωB97M-V with the def2-TZVPD basis set) on C3H4N2O in the gas phase.

```
10
Properties=species:S:1:pos:R:3
N -0.492 0.987 1.249
C -0.389 -0.261 0.892
C 0.899 -0.698 0.371
N 0.978 -0.761 -0.907
C -0.221 -0.476 -1.584
O -0.484 0.564 -2.134
H -1.413 1.390 1.379
H 0.284 1.646 1.337
H 1.737 -1.039 0.988
H -0.900 -1.352 -1.591
```

Properties
**HOMO level**: -8.98 eV
**Molar mass**: 84.1 g/mol
**HOMO-LUMO gap**: 0.34845 Eh

=====

Entry 2
ORCA calculation (ωB97M-V with the def2-TZVPD basis set) on C3H4N2O in the gas phase.

```
10
Properties=species:S:1:pos:R:3
C 0.206 -0.918 0.138
C -1.613 0.065 -0.013
C 0.690 0.457 -0.022
N 0.690 -2.013 -0.084
N -0.655 1.047 0.024
O -2.795 -0.126 -0.009
H 1.199 0.864 0.893
H 1.310 0.530 -0.884
H 1.773 -2.010 -0.030
H -0.805 2.105 -0.013
```

Properties
**HOMO level**: -8.42 eV
**Molar mass**: 84.1 g/mol
**HOMO-LUMO gap**: 0.34050 Eh

=====

Energies, relative to the best one, in hartree: entry 1 0.0000; entry 2 0.0067.

=====

Entry 1
ORCA calculation (ωB97M-V with the def2-TZVPD basis set) on C3H4N2O in the gas phase.

```
10
Properties=species:S:1:pos:R:3
N -3.180 0.516 -0.181
C -2.179 0.088 0.139
C -0.686 -0.182 0.473
O -0.022 -1.337 0.078
C 0.444 -0.083 -0.479
N 1.684 0.413 -0.108
H -0.350 0.173 1.394
H 0.147 0.075 -1.547
H 1.701 0.278 0.943
H 2.441 0.061 -0.712
```

Properties
**HOMO level**: -10.35 eV
**Molar mass**: 84.1 g/mol
**HOMO-LUMO gap**: 0.40891 Eh

=====

Entry 2
ORCA calculation (ωB97M-V with the def2-TZVPD basis set) on 2 unconnected molecules or ions with the total composition C3H4N2O.

```
10
Properties=species:S:1:pos:R:3
C -1.399 1.008 -1.602
C -0.593 1.158 -0.524
C 0.773 -0.677 1.090
N -2.091 0.820 -2.523
N -0.064 -0.969 -0.120
O -0.148 1.805 0.352
H 0.967 -1.732 1.496
H 1.672 -0.214 0.790
H 0.240 -0.188 1.915
H 0.644 -1.011 -0.873
```

Properties
**HOMO level (spin up / spin down)**: -9.24 / -8.88 eV
**Molar mass**: 84.1 g/mol
**HOMO-LUMO gap (spin up / spin down)**: 0.29048 / 0.27350 Eh

=====

Entry 3
ORCA calculation (ωB97M-V with the def2-TZVPD basis set) on C3H4N2O in the gas phase.

```
10
Properties=species:S:1:pos:R:3
O -0.903 2.041 -0.375
C -0.280 0.876 -0.039
C -0.869 -0.406 -0.013
C 0.181 -1.245 0.274
N 1.267 -0.453 0.431
N 1.010 0.850 0.241
H -0.951 2.040 -1.339
H -1.909 -0.648 -0.172
H 0.246 -2.322 0.336
H 2.208 -0.732 0.657
```

Properties
**HOMO level**: -9.46 eV
**Molar mass**: 84.1 g/mol
**HOMO-LUMO gap**: 0.38240 Eh

=====

Entry 4
ORCA calculation (ωB97M-V with the def2-TZVPD basis set) on C3H4N2O in the gas phase.

```
10
Properties=species:S:1:pos:R:3
C 2.063 0.871 1.076
C 1.088 0.281 0.438
N 0.261 -0.413 -0.126
C -1.148 -0.352 -0.132
N -1.695 -0.591 -1.356
O -1.771 -0.209 0.896
H 2.914 1.276 0.553
H 2.037 0.905 2.156
H -1.109 -0.828 -2.138
H -2.640 -0.939 -1.366
```

Properties
**HOMO level**: -9.09 eV
**Molar mass**: 84.1 g/mol
**HOMO-LUMO gap**: 0.36338 Eh

=====

Energies, relative to the best one, in hartree: entry 1 0.0545; entry 2 0.1369; entry 3 0.0000; entry 4 0.0088.

=====

Entry 1
ORCA calculation (ωB97M-V with the def2-TZVPD basis set) on C5H8O2 in the gas phase.

```
15
Properties=species:S:1:pos:R:3
C 1.985 1.235 -0.248
C 0.587 0.925 0.277
C -0.028 -0.370 -0.250
C -1.374 -0.610 0.393
O -1.838 0.087 1.270
C -2.235 -1.801 -0.029
O -1.785 -2.851 -0.411
H 2.698 0.444 0.010
H 2.350 2.167 0.199
H 1.998 1.362 -1.336
H -0.092 1.751 0.032
H 0.604 0.874 1.370
H -0.163 -0.348 -1.342
H 0.610 -1.245 -0.060
H -3.318 -1.620 0.125
```

Properties
**HOMO level**: -9.81 eV
**Molar mass**: 100.1 g/mol
**HOMO-LUMO gap**: 0.35162 Eh

=====

Entry 2
ORCA calculation (ωB97M-V with the def2-TZVPD basis set) on C5H8O2 in the gas phase.

```
15
Properties=species:S:1:pos:R:3
C 2.000 0.532 -0.909
C 1.047 -0.198 -0.793
C -0.319 -0.361 -0.283
C -0.430 -1.515 0.720
O -1.254 -0.591 -1.336
C -0.648 1.066 0.344
O 0.366 2.051 0.335
H 2.818 1.204 -1.016
H -1.476 -1.686 0.999
H 0.157 -1.321 1.623
H -0.053 -2.436 0.261
H -0.781 -1.042 -2.048
H -1.018 0.935 1.367
H -1.433 1.488 -0.284
H 1.025 1.874 1.020
```

Properties
**HOMO level**: -9.94 eV
**Molar mass**: 100.1 g/mol
**HOMO-LUMO gap**: 0.39343 Eh

=====

Energies, relative to the best one, in hartree: entry 1 0.0000; entry 2 0.0854.

=====

Entry 1
ORCA calculation (ωB97M-V with the def2-TZVPD basis set) on a molecular structure, C5H8O2.

```
15
Properties=species:S:1:pos:R:3
O 0.002 2.482 0.604
C -0.372 1.148 0.451
C -0.549 0.157 -1.164
C 0.284 -1.062 -0.796
C -0.063 -1.257 0.687
C 0.481 0.117 0.974
O 1.602 -0.759 -0.710
H 0.965 2.558 0.657
H -1.444 1.102 0.638
H -1.611 -0.108 -1.301
H -0.157 0.721 -2.016
H -0.004 -1.822 -1.557
H -1.128 -1.375 0.917
H 0.538 -2.025 1.166
H 1.372 0.318 1.557
```

Properties
**HOMO level (spin up / spin down)**: -8.81 / -8.81 eV
**Molar mass**: 100.1 g/mol
**HOMO-LUMO gap (spin up / spin down)**: 0.29845 / 0.29852 Eh

=====

Entry 2
ORCA calculation (ωB97M-V with the def2-TZVPD basis set) on C5H8O2 in the gas phase.

```
15
Properties=species:S:1:pos:R:3
O 0.192 1.726 -1.738
C 0.552 0.820 -1.033
C 1.375 -0.427 -1.257
C 0.567 -1.112 -0.134
C 0.062 0.347 0.309
C -1.402 0.591 0.583
O -1.549 -0.345 1.651
H 1.341 -0.836 -2.262
H 2.404 -0.245 -0.940
H 1.195 -1.732 0.525
H -0.210 -1.782 -0.537
H 0.609 0.749 1.172
H -1.625 1.674 0.788
H -1.990 0.373 -0.325
H -2.455 -0.514 1.909
```

Properties
**HOMO level**: -9.44 eV
**Molar mass**: 100.1 g/mol
**HOMO-LUMO gap**: 0.37591 Eh

=====

Entry 3
ORCA calculation (ωB97M-V with the def2-TZVPD basis set) on a molecular structure, C5H8O2.

```
15
Properties=species:S:1:pos:R:3
C -1.862 -0.243 -0.227
C -0.701 0.672 0.107
O -0.237 0.656 1.489
C 1.100 0.427 1.057
C 1.178 -0.915 0.392
C 0.697 0.293 -0.370
O 1.293 0.770 -1.518
H -1.567 -1.299 -0.206
H -2.706 -0.107 0.457
H -2.206 -0.007 -1.240
H -0.934 1.710 -0.158
H 1.926 0.950 1.529
H 2.179 -1.245 0.127
H 0.484 -1.695 0.699
H 1.355 0.033 -2.138
```

Properties
**HOMO level**: -9.20 eV
**Molar mass**: 100.1 g/mol
**HOMO-LUMO gap**: 0.36723 Eh

=====

Energies, relative to the best one, in hartree: entry 1 0.1227; entry 2 0.0000; entry 3 0.0346.

=====

Entry 1
ORCA calculation (ωB97M-V with the def2-TZVPD basis set) on C5H8O2 in the gas phase.

```
15
Properties=species:S:1:pos:R:3
C 1.549 -0.327 0.132
C 1.124 0.937 -0.674
O -0.179 1.369 -0.309
C -1.077 0.309 -0.390
C -1.803 -0.122 0.850
C -0.621 -0.903 0.365
O 0.554 -0.663 1.074
H 1.690 -1.185 -0.546
H 2.471 -0.161 0.697
H 1.781 1.784 -0.466
H 1.168 0.721 -1.752
H -1.584 0.197 -1.349
H -1.632 0.461 1.751
H -2.801 -0.531 0.729
H -0.641 -1.884 -0.112
```

Properties
**HOMO level**: -9.52 eV
**Molar mass**: 100.1 g/mol
**HOMO-LUMO gap**: 0.39133 Eh

=====

Entry 2
ORCA calculation (ωB97M-V with the def2-TZVPD basis set) on C5H8O2 in the gas phase.

```
15
Properties=species:S:1:pos:R:3
C -1.408 1.091 -0.424
C -0.654 -0.185 -0.145
C 0.217 -0.713 -1.207
O 1.141 -1.406 -0.669
C 1.090 -1.405 0.720
C 0.359 -0.136 1.009
O 1.214 1.008 0.865
H -1.972 1.019 -1.359
H -0.701 1.921 -0.486
H -2.104 1.300 0.392
H -1.323 -1.041 0.100
H 0.124 -0.678 -2.284
H 2.116 -1.464 1.067
H -0.135 -0.027 1.977
H 2.038 0.718 0.444
```

Properties
**HOMO level (spin up / spin down)**: -7.39 / -7.84 eV
**Molar mass**: 100.1 g/mol
**HOMO-LUMO gap (spin up / spin down)**: 0.27973 / 0.30596 Eh

=====

Energies, relative to the best one, in hartree: entry 1 0.0000; entry 2 0.0525.

=====

Entry 1
ORCA calculation (ωB97M-V with the def2-TZVPD basis set) on C5H8O2 in the gas phase.

```
15
Properties=species:S:1:pos:R:3
C 1.579 0.257 -1.007
C 0.977 -0.547 0.083
O 1.623 -1.447 0.591
C -0.384 -0.288 0.621
O -0.534 -0.932 1.804
C -1.574 -0.164 -0.288
C -1.064 1.034 0.425
H 2.439 -0.269 -1.424
H 0.866 0.488 -1.790
H 1.912 1.207 -0.593
H 0.278 -1.686 1.724
H -2.479 -0.614 0.085
H -1.438 -0.235 -1.354
H -0.567 1.799 -0.144
H -1.634 1.395 1.267
```

Properties
**HOMO level**: -9.42 eV
**Molar mass**: 100.1 g/mol
**HOMO-LUMO gap**: 0.37917 Eh

=====

Entry 2
ORCA calculation (ωB97M-V with the def2-TZVPD basis set) on C5H8O2 in the gas phase.

```
15
Properties=species:S:1:pos:R:3
C -1.445 -0.338 0.642
C -0.441 -1.495 0.379
O 0.891 -1.020 0.310
C 1.010 -0.015 -0.648
C 1.465 1.322 -0.152
C 0.020 1.098 -0.477
O -0.817 0.932 0.625
H -2.267 -0.376 -0.089
H -1.882 -0.421 1.641
H -0.457 -2.214 1.201
H -0.702 -2.032 -0.545
H 1.298 -0.352 -1.646
H 1.700 1.378 0.906
H 2.063 1.948 -0.806
H -0.434 1.583 -1.343
```

Properties
**HOMO level**: -9.62 eV
**Molar mass**: 100.1 g/mol
**HOMO-LUMO gap**: 0.39481 Eh

=====

Energies, relative to the best one, in hartree: entry 1 0.0000; entry 2 0.0276.

=====

Entry 1
ORCA calculation (ωB97M-V with the def2-TZVPD basis set) on C5H8O2 in the gas phase.

```
15
Properties=species:S:1:pos:R:3
C 2.510 0.133 -0.049
O 1.280 -0.285 -0.558
C 0.273 -0.101 0.420
C -0.606 1.240 0.214
C -1.918 0.637 -0.302
C -1.746 -0.740 -0.161
O -0.561 -1.104 0.323
H 3.384 -0.124 -0.780
H 2.522 1.176 -0.203
H 2.597 -0.288 1.129
H 0.748 -0.175 1.339
H -0.079 1.796 -0.530
H -0.682 1.877 1.260
H -2.837 1.290 -0.567
H -2.482 -1.461 -0.507
```

Properties
**HOMO level**: -8.55 eV
**Molar mass**: 100.1 g/mol
**HOMO-LUMO gap**: 0.35120 Eh

=====

Entry 2
ORCA calculation (ωB97M-V with the def2-TZVPD basis set) on 2 unconnected molecules or ions with the total composition C5H8O2.

```
15
Properties=species:S:1:pos:R:3
C 2.383 1.309 1.399
C 1.416 0.913 0.800
C 0.237 0.444 0.076
C 0.452 -0.123 -1.342
C -0.084 -1.432 -0.753
O -0.239 -0.839 0.555
H 3.239 1.657 1.934
H -0.573 1.178 0.139
H -0.175 0.337 -2.109
H 1.493 -0.145 -1.669
H -1.046 -1.773 -1.152
H 0.621 -2.269 -0.725
O -2.788 0.293 0.618
H -2.049 -0.320 0.780
H -2.887 0.769 1.450
```

Properties
**HOMO level**: -10.16 eV
**Molar mass**: 100.1 g/mol
**HOMO-LUMO gap**: 0.40831 Eh

=====

Entry 3
ORCA calculation (ωB97M-V with the def2-TZVPD basis set) on C5H8O2 in the gas phase.

```
15
Properties=species:S:1:pos:R:3
O -1.230 -2.171 -0.005
C -1.060 -0.983 0.084
C -1.847 0.242 -0.381
C -0.598 1.099 -0.040
C 0.116 -0.134 0.574
C 1.459 -0.545 0.005
O 2.387 0.482 0.294
H -2.161 0.205 -1.429
H -2.729 0.442 0.237
H -0.773 1.920 0.659
H -0.082 1.492 -0.920
H 0.172 -0.088 1.668
H 1.756 -1.506 0.450
H 1.361 -0.702 -1.081
H 3.228 0.248 -0.116
```

Properties
**HOMO level**: -9.56 eV
**Molar mass**: 100.1 g/mol
**HOMO-LUMO gap**: 0.38181 Eh

=====

Energies, relative to the best one, in hartree: entry 1 0.0764; entry 2 0.0736; entry 3 0.0000.